[1]
The following is a DFT calculation (the ωB97M-V functional and the def2-TZVPD basis) of a cluster of 4 separate species, C36H76N4O4 in total at a distorted geometry.

Properties
Multiplicity: 1
SMILES: CC1(C)CCCC(C)(C)N1O.CC1(C)CCCC(C)(C)N1O.CC1(C)CCCC(C)(C)N1O.CC1(C)CCCC(C)(C)N1O
Kohn-Sham gap (hartree): 0.3251

Positions of all 120 atoms, in Å:
O 2.027 -1.299 0.950
O 1.249 -1.298 6.313
O 5.647 -1.153 -5.044
O -5.159 0.309 -3.130
N 0.129 -0.485 6.800
N 0.678 -1.289 1.304
N -5.126 1.470 -3.989
N 5.384 -1.021 -3.664
C -0.191 -0.769 -0.950
C 7.222 0.719 -3.090
C -7.544 1.856 -3.706
C -1.736 -0.446 0.900
C 1.600 0.835 8.530
C 0.480 -1.268 9.179
C -6.858 0.207 -5.562
C 4.757 0.058 -1.040
C -0.152 -0.337 0.530
C 7.540 -1.822 -2.961
C -0.803 0.829 8.562
C -3.798 1.563 -4.702
C 0.980 1.354 5.203
C -3.608 0.306 -5.624
C -6.387 2.768 -5.735
C 0.516 -3.664 0.281
C 1.017 -3.348 2.663
C 6.589 -0.661 -2.824
C 0.434 1.151 0.672
C -0.775 -0.264 4.527
C 3.673 -0.463 -1.969
C 0.360 -0.109 8.176
C 0.177 -2.716 1.498
C -2.294 -1.888 1.013
C -1.198 1.974 7.655
C -1.342 -2.740 1.898
C 6.155 -0.629 -1.351
C 4.057 -0.369 -3.447
C 3.057 -1.106 -4.320
C -0.209 0.531 5.745
C -3.900 2.816 -5.658
C -2.713 1.829 -3.769
C -6.423 1.487 -4.733
C -5.133 2.847 -6.526
C 3.863 1.144 -3.935
C -1.284 1.513 6.135
H -4.911 0.530 -2.230
H 6.677 0.183 -0.845
H 2.987 1.656 -3.535
H 3.105 -2.164 -4.064
H 7.916 -1.998 -3.968
H 3.789 1.336 -5.006
H -0.588 1.353 9.493
H -2.583 0.313 -5.995
H 4.798 1.135 -1.204
H -7.178 2.736 -3.179
H -7.780 0.436 -6.095
H 2.469 0.251 8.226
H 1.940 0.844 5.274
H -2.152 2.316 8.056
H -1.743 0.323 8.782
H -2.689 2.796 -3.266
H 6.384 1.370 -2.844
H -4.055 0.184 -6.611
H 3.532 -1.516 -1.726
H -8.418 2.138 -4.293
H 5.665 -2.106 -5.162
H 2.782 0.162 -1.926
H -6.986 -0.646 -4.895
H 1.484 1.749 7.946
H 1.502 0.943 0.729
H -3.768 3.747 -5.107
H 0.834 -1.002 -1.238
H 3.214 -1.010 -5.394
H -2.267 1.071 5.978
H -3.585 -0.646 -5.094
H 1.270 -1.916 8.800
H -0.938 0.358 3.647
H 0.740 -0.941 10.186
H 0.836 -1.829 5.627
H 4.512 -0.124 0.006
H 0.921 1.637 4.152
H 1.307 -3.341 -0.396
H -1.895 0.137 1.808
H -1.290 2.373 5.465
H -0.074 -0.991 4.119
H 0.340 1.776 -0.216
H -6.452 3.571 -5.001
H -1.843 -3.708 1.881
H -1.712 -0.795 4.701
H 2.100 -3.445 2.590
H -2.566 -2.493 0.149
H -2.152 0.042 0.019
H 8.088 1.028 -2.504
H 7.353 0.735 -4.172
H 2.022 -0.856 -4.085
H 0.016 1.649 1.547
H 7.206 -2.710 -2.424
H -1.685 1.626 -4.070
H -1.354 -2.485 2.958
H -0.472 2.782 7.743
H -3.276 -1.863 1.485
H -0.479 -1.761 9.341
H 1.706 1.040 9.595
H -2.718 1.184 -2.890
H -6.137 -0.126 -6.309
H -5.287 1.954 -7.132
H -0.695 -1.732 -1.028
H 8.450 -1.586 -2.408
H 0.998 2.295 5.753
H 6.406 -1.564 -0.850
H -0.582 -0.013 -1.631
H -7.249 2.702 -6.399
H -5.216 3.820 -7.011
H 0.746 -4.403 2.683
H -2.976 2.666 -6.216
H 0.887 -4.614 0.666
H 2.410 -0.988 1.774
H -7.710 0.974 -3.087
H -0.311 -3.995 -0.348
H 4.597 1.931 -3.765
H 0.819 -2.909 3.641

[2]
The following is a DFT calculation (the ωB97M-V functional and the def2-TZVPD basis) of a cluster of 4 separate species, C36H76N4O4 in total at a distorted geometry.

Properties
Multiplicity: 2
Charge: +1
Kohn-Sham gap (alpha / beta) (hartree): 0.2278 / 0.0876

Positions of all 120 atoms, in Å:
O -12.289 -20.098 -13.548
O -16.621 -18.165 -4.664
O -17.931 -16.387 -10.366
O -22.885 -6.628 -14.878
N -13.491 -19.497 -13.550
N -18.403 -15.070 -10.272
N -16.792 -17.179 -3.682
N -21.869 -6.929 -14.040
C -13.955 -19.000 -14.888
C -19.454 -15.629 -8.160
C -15.420 -18.243 -12.366
C -14.021 -19.908 -11.160
C -20.853 -15.552 -10.211
C -19.669 -14.951 -9.539
C -19.157 -14.775 -12.678
C -14.738 -17.266 -2.087
C -15.591 -15.276 -4.905
C -22.537 -4.938 -12.544
C -13.079 -17.810 -15.397
C -16.751 -16.175 -1.346
C -16.725 -14.246 -11.974
C -18.262 -14.281 -11.495
C -17.540 -14.804 -3.229
C -19.878 -8.241 -13.397
C -18.609 -12.756 -11.246
C -20.551 -8.142 -15.780
C -20.330 -8.106 -11.966
C -23.436 -7.197 -12.026
C -16.746 -14.729 -1.920
C -19.922 -12.533 -10.445
C -17.932 -15.817 -5.368
C -12.966 -17.727 -11.896
C -16.936 -15.797 -4.272
C -21.017 -6.767 -11.793
C -21.958 -9.472 -14.232
C -16.728 -18.733 -1.853
C -19.880 -13.451 -9.144
C -16.259 -17.333 -2.339
C -13.941 -18.832 -12.268
C -13.914 -20.151 -15.936
C -15.728 -17.554 -13.772
C -15.454 -18.471 -14.872
C -21.046 -8.168 -14.398
C -22.270 -6.502 -12.640
H -12.003 -17.956 -15.494
H -23.249 -4.529 -13.260
H -16.114 -14.110 -11.081
H -11.998 -18.075 -11.535
H -17.572 -16.434 -6.192
H -18.576 -14.999 -2.952
H -16.242 -13.438 -12.524
H -23.043 -7.882 -11.275
H -17.397 -13.804 -3.637
H -19.332 -9.179 -13.498
H -20.644 -9.028 -11.478
H -16.481 -15.194 -12.453
H -14.497 -17.449 -1.040
H -23.223 -7.508 -15.059
H -12.337 -20.998 -13.218
H -17.847 -12.461 -10.524
H -20.811 -13.270 -8.606
H -15.176 -16.613 -13.780
H -14.147 -17.938 -2.710
H -15.614 -17.549 -11.549
H -19.104 -15.833 -12.932
H -20.164 -14.376 -12.800
H -13.370 -17.099 -11.102
H -18.726 -14.380 -13.598
H -24.022 -7.684 -12.806
H -18.682 -12.097 -12.110
H -12.933 -20.550 -16.190
H -20.253 -5.998 -11.908
H -22.494 -9.706 -15.152
H -19.490 -16.718 -8.148
H -19.816 -8.918 -15.996
H -13.089 -16.937 -14.744
H -19.938 -11.518 -10.049
H -20.915 -12.626 -10.884
H -21.580 -15.754 -9.425
H -22.564 -9.449 -13.326
H -21.265 -6.682 -10.735
H -16.759 -17.219 -13.658
H -17.001 -16.153 -10.329
H -21.310 -8.149 -16.562
H -13.498 -17.383 -16.309
H -16.377 -16.315 -0.332
H -16.542 -18.969 -0.805
H -15.732 -14.337 -1.843
H -19.975 -7.222 -15.883
H -17.803 -18.846 -1.994
H -14.737 -20.602 -11.602
H -20.508 -16.504 -10.613
H -14.851 -15.213 -4.107
H -15.193 -16.025 -5.590
H -16.132 -19.043 -12.164
H -19.112 -13.089 -8.460
H -12.643 -17.102 -12.729
H -17.815 -16.360 -1.201
H -22.842 -4.618 -11.548
H -18.238 -14.868 -5.807
H -20.185 -15.159 -7.501
H -13.113 -20.394 -10.803
H -16.272 -19.530 -2.441
H -21.327 -10.358 -14.151
H -18.791 -16.321 -4.924
H -14.613 -19.319 -10.460
H -19.111 -7.502 -13.628
H -16.108 -18.242 -15.713
H -21.230 -14.883 -10.984
H -15.793 -14.304 -5.357
H -16.101 -19.306 -14.604
H -23.980 -6.543 -11.345
H -19.365 -8.172 -11.464
H -14.550 -20.990 -15.650
H -14.472 -19.884 -16.833
H -21.668 -4.323 -12.781
H -14.315 -16.342 -2.483
H -18.464 -15.379 -7.780
H -17.476 -18.593 -4.747
H -17.329 -14.260 -1.128

What are the relative energy (zero: lowest compared OMol25 entry of this formula, charge and spin) values for these records? In order: 4.095 1.250 eV.